1:
A cluster of 3 separate species, C3H14N2O2 in total, computed with the ωB97M-V functional and the def2-TZVPD basis.

Results
- HOMO-LUMO gap (eV) = 9.160
- 2S+1 = 1
- structure (SMILES) = C[C@H](N)CN.O.O

Atoms and positions in Å:
H 1.356 1.154 2.203
H -1.100 0.071 -0.454
O 1.128 4.298 -1.628
H -0.977 1.111 1.401
H 1.176 4.269 -2.631
N 1.636 0.810 0.080
C -0.309 0.175 1.412
H 1.536 -0.729 1.739
C 1.208 0.394 1.347
H -1.378 -1.345 0.467
H -0.069 -1.471 2.860
H -1.727 -1.044 2.567
H -2.711 -4.490 -3.030
C -0.731 -0.640 2.637
O -1.738 -4.462 -3.075
H -0.784 -0.085 3.581
H -1.543 -4.192 -3.944
N -0.807 -0.569 0.279
H 1.206 5.194 -1.277
H 2.175 0.178 -0.459
H 0.900 1.432 -0.294

Need the Mulliken charges? In units of e they are:
1 H 0.17
2 H 0.21
3 O -0.64
4 H 0.22
5 H 0.32
6 N -0.42
7 C 0.41
8 H 0.27
9 C -0.43
10 H 0.15
11 H 0.38
12 H 0.44
13 H 0.32
14 C -1.64
15 O -0.63
16 H 0.36
17 H 0.31
18 N -0.53
19 H 0.32
20 H 0.21
21 H 0.19

***

2:
A cluster of 3 separate species, C3H14N2O2 in total, computed with the ωB97M-V functional and the def2-TZVPD basis.

Results
- HOMO-LUMO gap (eV) = 9.615
- 2S+1 = 1
- structure (SMILES) = NCCCN.O.O

Atoms and positions in Å:
H -0.557 3.815 0.092
O -0.357 2.899 -0.043
C -0.259 -2.194 0.550
N -1.758 -1.084 -1.099
H -0.505 0.547 0.595
H -1.629 -0.027 -1.242
C 0.531 -0.997 1.217
C -0.617 -1.919 -0.980
H 0.285 -0.912 2.291
H 1.049 0.567 -0.205
H -1.151 -2.603 0.947
H -1.231 2.521 -0.136
H 2.381 2.357 0.366
H 1.657 -1.387 1.151
H -0.717 -2.782 -1.549
N 0.493 0.438 0.693
H 0.322 -1.411 -1.170
H -2.233 -1.219 -1.952
H 0.400 -3.005 0.868
H 1.617 3.156 -0.554
O 2.280 3.240 0.162

Need the Mulliken charges? In units of e they are:
1 H 0.28
2 O -0.56
3 C -0.71
4 N -0.60
5 H 0.14
6 H 0.15
7 C -0.76
8 C -0.38
9 H 0.30
10 H 0.26
11 H 0.40
12 H 0.28
13 H 0.30
14 H 0.33
15 H 0.52
16 N -0.42
17 H 0.15
18 H 0.25
19 H 0.34
20 H 0.34
21 O -0.62

***

Winner for stability: 1

***

1:
A cluster of 3 separate species, C3H14N2O2 in total, computed with the ωB97M-V functional and the def2-TZVPD basis.

Results
- HOMO-LUMO gap (eV) = 9.758
- 2S+1 = 1
- structure (SMILES) = NCCCN.O.O

Atoms and positions in Å:
N 2.122 -0.516 0.954
H -0.238 -0.192 3.528
H 0.260 1.935 -2.864
H 1.785 -1.413 0.618
H -0.444 -1.031 2.017
H -0.820 -2.265 -4.778
O 0.353 1.227 -2.215
H -0.272 1.971 2.455
H -2.454 1.293 0.977
H 1.768 0.134 0.262
C 1.590 -0.176 2.288
H 2.301 -0.819 2.856
H -1.972 -2.835 -5.588
H -0.327 1.233 0.918
O -1.098 -2.443 -5.693
H 1.893 0.845 2.505
H 1.136 0.746 -2.564
N -2.121 1.263 1.965
C 0.078 -0.164 2.464
H -2.651 0.402 2.129
C -0.662 1.073 1.971

Need the Mulliken charges? In units of e they are:
1 N -0.62
2 H 0.23
3 H 0.32
4 H 0.24
5 H 0.27
6 H 0.32
7 O -0.64
8 H 0.25
9 H 0.27
10 H 0.23
11 C -0.60
12 H 0.34
13 H 0.32
14 H 0.13
15 O -0.64
16 H 0.34
17 H 0.32
18 N -0.66
19 C -0.31
20 H 0.25
21 C -0.35

***

2:
A cluster of 3 separate species, C3H14N2O2 in total, computed with the ωB97M-V functional and the def2-TZVPD basis.

Results
- HOMO-LUMO gap (eV) = 9.846
- 2S+1 = 1
- structure (SMILES) = CNCCN.O.O

Atoms and positions in Å:
H 1.556 -3.420 0.648
H 0.142 -0.160 -3.181
H 0.192 -0.969 2.259
H 1.733 -0.416 0.142
H -2.691 2.161 -0.050
H 0.613 0.662 2.566
H -1.162 0.210 2.492
H -1.483 1.455 0.522
C 0.831 0.680 -1.512
H -0.769 -0.470 0.247
N -0.230 0.288 0.654
H 1.532 1.315 0.364
O 0.890 -2.906 0.195
C -0.167 0.062 2.101
H 1.109 -2.744 -0.734
C 1.038 0.427 -0.045
N -0.005 -0.366 -2.203
O -2.195 2.124 0.777
H -0.964 -0.249 -1.918
H 0.155 1.573 -1.578
H 1.750 0.896 -2.057

Need the Mulliken charges? In units of e they are:
1 H 0.30
2 H 0.24
3 H 0.30
4 H 0.32
5 H 0.29
6 H 0.34
7 H 0.30
8 H 0.52
9 C -0.63
10 H 0.24
11 N -0.34
12 H 0.39
13 O -0.63
14 C -0.97
15 H 0.31
16 C -0.58
17 N -0.59
18 O -0.71
19 H 0.21
20 H 0.25
21 H 0.44

***

3:
A cluster of 3 separate species, C3H14N2O2 in total, computed with the ωB97M-V functional and the def2-TZVPD basis.

Results
- HOMO-LUMO gap (eV) = 10.152
- 2S+1 = 1
- structure (SMILES) = CCNCN.O.O

Atoms and positions in Å:
H 3.086 0.047 0.876
O -0.494 -2.897 -2.926
H 0.151 -2.254 -2.652
O -2.140 1.853 1.229
H 3.524 1.571 -0.009
C -0.173 -0.694 0.152
C 2.770 1.109 0.668
H -2.181 2.404 0.459
H -1.899 -0.255 1.245
H 0.443 0.655 1.619
H -1.201 1.495 1.198
H 1.566 0.354 -0.946
N -1.522 -1.027 0.658
H -1.291 -2.391 -2.712
N 0.301 0.689 0.607
H 0.558 -1.563 0.304
C 1.466 1.124 -0.137
H -0.262 -0.548 -0.979
H 2.831 1.664 1.644
H -1.376 -1.781 1.288
H 1.287 2.079 -0.707

Need the Mulliken charges? In units of e they are:
1 H 0.26
2 O -0.64
3 H 0.33
4 O -0.74
5 H 0.34
6 C -0.21
7 C -1.08
8 H 0.31
9 H 0.23
10 H 0.32
11 H 0.45
12 H 0.18
13 N -0.63
14 H 0.34
15 N -0.42
16 H 0.34
17 C -0.37
18 H 0.10
19 H 0.32
20 H 0.27
21 H 0.30

***

4:
A cluster of 3 separate species, C3H14N2O2 in total, computed with the ωB97M-V functional and the def2-TZVPD basis.

Results
- HOMO-LUMO gap (eV) = 9.898
- 2S+1 = 1
- structure (SMILES) = C[C@H](N)CN.O.O

Atoms and positions in Å:
H 1.516 6.828 1.213
N 1.545 0.388 0.874
O -0.709 -3.606 -3.790
H -2.356 -1.634 2.207
H 0.581 -1.026 -0.665
C -0.704 -0.901 0.800
H 1.097 -1.697 1.335
H -2.521 -2.248 0.661
H 1.427 0.810 -0.092
H -1.004 -2.779 -3.348
H 0.526 6.754 0.061
N -0.338 -1.444 -0.560
H -0.764 -0.843 -1.223
H -0.569 -3.372 -4.676
C -1.708 -1.960 1.401
H -1.117 0.167 0.855
O 1.198 7.361 0.488
C 0.588 -0.561 1.502
H 0.485 -0.339 2.603
H -1.156 -2.751 1.943
H 2.436 0.014 1.126

Need the Mulliken charges? In units of e they are:
1 H 0.32
2 N -0.57
3 O -0.63
4 H 0.36
5 H 0.26
6 C 0.41
7 H 0.32
8 H 0.29
9 H 0.24
10 H 0.32
11 H 0.33
12 N -0.70
13 H 0.27
14 H 0.31
15 C -1.14
16 H 0.23
17 O -0.64
18 C -0.74
19 H 0.28
20 H 0.27
21 H 0.23

***

Winner for stability: 2